{
  "formula": "C6H9NaO5Zn",
  "method": "wB97M-V/def2-TZVPD",
  "molar_mass_g_mol": 249.5,
  "lumo_ev": -0.590,
  "orbital_gap_ha": 0.211,
  "e_tot_ha": -2551.70017,
  "spin_multiplicity": 1,
  "de_lowest_kj_mol": 158.8,
  "elements": ["C", "C", "H", "H", "O", "H", "C", "H", "O", "H", "H", "C", "Zn", "O", "O", "H", "C", "H", "O", "H", "C", "Na"],
  "positions_angstrom": [[-0.292, -0.745, -1.267], [-1.906, -1.335, 0.327], [-3.208, 0.303, 0.860], [-0.665, 1.206, -2.162], [-0.522, -1.432, -0.040], [-0.599, -1.332, -2.136], [2.374, 1.045, 0.126], [1.159, -0.811, -1.235], [-1.904, 0.906, -0.572], [-2.021, -1.948, 1.228], [3.222, 1.743, 0.236], [2.712, -0.340, 0.048], [0.486, -0.334, 1.528], [-1.284, 0.494, 1.638], [1.434, 1.350, 1.078], [0.671, 1.193, -0.876], [-2.138, 0.141, 0.645], [3.731, -0.553, -0.317], [2.320, -1.065, 1.150], [-2.529, -1.692, -0.505], [-0.688, 0.661, -1.215], [-0.354, 2.546, 1.463]],
  "lowdin_charge": [-0.208, -0.109, 0.158, 0.114, -0.208, 0.117, -0.321, 0.198, -0.078, 0.138, 0.111, -0.291, 0.890, -0.258, -0.411, 0.183, -0.451, 0.107, -0.261, 0.142, -0.239, 0.679]
}


{
  "formula": "C2H4N3S",
  "method": "wB97M-V/def2-TZVPD",
  "molar_mass_g_mol": 102.1,
  "lumo_ev": [-8.110, -7.606],
  "total_charge": 1,
  "orbital_gap_ha": [0.250, 0.258],
  "smiles": "[H]/N=C/[NH+]=C\\N=S",
  "e_tot_ha": -640.68566,
  "spin_multiplicity": 1,
  "de_lowest_kj_mol": 172.9,
  "elements": ["H", "C", "N", "C", "S", "H", "H", "H", "N", "N"],
  "positions_angstrom": [[0.299, 1.272, 0.613], [-0.636, 0.791, 0.243], [1.820, -1.032, 0.059], [0.616, -1.209, -0.354], [2.775, 0.180, 0.363], [-1.326, -1.139, -0.285], [0.435, -2.150, -0.957], [-1.716, 2.353, 0.361], [-0.494, -0.496, -0.183], [-1.773, 1.429, 0.140]],
  "lowdin_charge": [0.105, -0.216, -0.368, -0.218, 0.994, 0.210, 0.184, 0.025, 0.095, 0.190]
}


{
  "formula": "C2H9N2O",
  "method": "wB97M-V/def2-TZVPD",
  "molar_mass_g_mol": 77.1,
  "lumo_ev": -3.363,
  "total_charge": 1,
  "orbital_gap_ha": 0.419,
  "smiles": "N[C@H]([NH3+])CO",
  "e_tot_ha": -266.10177,
  "spin_multiplicity": 1,
  "de_lowest_kj_mol": 131.0,
  "elements": ["H", "C", "H", "C", "H", "O", "N", "H", "H", "H", "N", "H", "H", "H"],
  "positions_angstrom": [[0.814, 0.421, 1.572], [-0.325, 0.291, -0.097], [-1.108, -1.699, -0.341], [-0.243, -1.217, 0.124], [-1.064, 1.115, -1.919], [-0.200, -1.417, 1.515], [-0.239, 0.639, -1.590], [1.723, 0.655, 0.173], [0.667, -1.606, -0.357], [-0.458, -2.318, 1.734], [0.837, 0.887, 0.645], [0.758, 1.905, 0.742], [-1.234, 0.708, 0.342], [-0.034, -0.168, -2.162]],
  "lowdin_charge": [0.165, -0.299, 0.144, -0.219, 0.081, -0.044, 0.084, 0.182, 0.138, 0.120, 0.226, 0.181, 0.164, 0.078]
}


{
  "formula": "C29H48InNOP3S",
  "method": "wB97M-V/def2-TZVPD",
  "molar_mass_g_mol": 666.5,
  "lumo_ev": [-11.096, -11.097],
  "total_charge": 3,
  "orbital_gap_ha": [0.145, 0.145],
  "e_tot_ha": -2875.14139,
  "spin_multiplicity": 1,
  "de_lowest_kj_mol": 236.4,
  "elements": ["H", "H", "H", "H", "H", "H", "H", "C", "H", "H", "N", "C", "H", "C", "H", "H", "H", "C", "H", "P", "C", "H", "C", "C", "C", "C", "H", "H", "H", "C", "H", "H", "H", "H", "C", "H", "C", "H", "H", "H", "H", "C", "C", "C", "H", "H", "H", "C", "H", "C", "H", "C", "H", "H", "P", "C", "C", "H", "C", "H", "H", "H", "H", "H", "In", "H", "O", "C", "H", "C", "S", "H", "C", "P", "C", "H", "C", "H", "C", "H", "C", "H", "H", "C"],
  "positions_angstrom": [[4.899, 0.151, 1.936], [-2.241, -5.310, 0.180], [2.243, 1.011, 3.283], [-2.363, 2.373, -1.148], [-1.701, 5.411, 1.711], [-0.100, -4.113, -1.951], [-3.944, 2.386, 4.784], [4.867, 0.702, -2.574], [5.047, -0.347, -2.330], [1.507, 4.714, -1.126], [-0.598, 0.265, 1.542], [-2.922, -0.263, 2.900], [2.251, -1.993, -0.342], [-4.392, 0.309, 5.212], [1.432, -2.752, -3.381], [-2.246, 3.723, 1.479], [-2.967, 0.713, -0.930], [-3.823, 1.349, 4.470], [-2.997, 1.474, -2.555], [-0.774, 0.724, -1.989], [-1.781, -4.583, 0.854], [4.130, 4.435, -3.400], [-3.095, 1.067, 3.310], [5.907, 1.602, -2.765], [4.414, 0.170, 0.951], [1.086, 4.842, 1.849], [-0.576, -6.045, 1.889], [-1.308, 1.013, -4.319], [-2.810, -2.884, -0.028], [0.417, 4.600, -1.010], [-4.678, -1.833, 5.363], [0.394, -4.385, 3.483], [-0.558, 0.662, 2.486], [-0.280, -1.979, 3.323], [1.766, -3.197, -2.440], [3.340, -2.407, 1.007], [0.939, -3.918, -1.663], [-0.333, 2.389, -3.715], [4.579, 1.149, 0.487], [-2.643, 1.873, 2.728], [-3.391, -2.335, 3.299], [-0.666, -2.718, 2.621], [-0.861, -4.996, 1.822], [-4.239, -1.016, 4.792], [-0.086, -1.624, -2.132], [-2.223, 4.851, 0.090], [1.035, 4.292, 2.804], [-3.516, -1.304, 3.630], [-1.710, -1.453, -1.436], [-2.431, 1.383, -1.616], [2.828, -3.085, -2.207], [-0.309, -4.068, 2.710], [0.785, 5.889, 2.018], [6.936, 1.249, -2.688], [-0.010, 4.060, 0.661], [5.658, 2.947, -3.061], [2.455, -0.023, 2.981], [0.063, 3.885, -1.774], [-2.113, -3.236, 0.732], [-4.958, 0.532, 6.119], [0.461, 0.832, -4.074], [-0.062, 5.573, -1.219], [-1.462, -1.241, -3.195], [4.844, -0.605, 0.305], [1.256, 1.387, -0.509], [1.288, -4.425, -0.756], [2.571, 0.398, -2.059], [3.268, 2.514, -2.979], [1.568, -2.294, 1.269], [2.424, -1.865, 0.732], [-1.927, -0.570, 1.436], [3.405, -0.340, 3.435], [4.336, 3.388, -3.167], [2.624, -0.107, 1.168], [-1.701, 4.558, 1.014], [2.121, 4.808, 1.480], [-1.541, -2.303, 1.615], [2.232, 2.859, -3.069], [-1.026, -1.062, -2.201], [0.056, 2.627, 0.888], [-0.454, 1.298, -3.688], [6.485, 3.642, -3.192], [1.640, -0.672, 3.326], [3.519, 1.172, -2.558]],
  "lowdin_charge": [0.067, 0.128, 0.056, 0.033, 0.088, 0.063, 0.118, -0.018, 0.121, 0.070, -0.401, -0.368, 0.013, -0.034, 0.066, 0.049, 0.038, -0.052, 0.080, 0.781, -0.051, 0.116, -0.101, -0.048, -0.216, -0.179, 0.126, 0.079, 0.111, -0.202, 0.128, 0.124, -0.004, 0.107, -0.082, 0.090, -0.071, 0.052, 0.051, 0.074, 0.116, -0.108, -0.037, -0.029, 0.014, 0.081, 0.082, -0.052, 0.030, -0.216, 0.064, -0.047, 0.093, 0.126, 0.861, -0.057, -0.216, 0.034, -0.084, 0.127, 0.069, 0.100, 0.091, 0.067, 0.717, 0.063, -0.275, -0.055, 0.038, -0.200, 0.975, 0.074, -0.078, 0.816, -0.171, 0.076, -0.430, 0.076, -0.198, -0.041, -0.225, 0.120, 0.039, -0.429]
}


{
  "formula": "C41H29HgIN9",
  "method": "wB97M-V/def2-TZVPD",
  "molar_mass_g_mol": 975.2,
  "lumo_ev": [4.035, 3.949],
  "total_charge": -2,
  "orbital_gap_ha": [0.163, 0.182],
  "e_tot_ha": -2523.76856,
  "spin_multiplicity": 2,
  "de_lowest_kj_mol": 29.4,
  "elements": ["C", "H", "I", "C", "C", "H", "H", "C", "C", "H", "C", "H", "C", "C", "C", "H", "H", "C", "N", "H", "H", "C", "H", "C", "H", "N", "C", "N", "C", "C", "C", "H", "C", "H", "H", "H", "N", "C", "C", "C", "H", "H", "H", "C", "C", "N", "C", "C", "N", "C", "Hg", "C", "C", "C", "C", "C", "H", "N", "C", "C", "C", "H", "N", "H", "C", "C", "C", "N", "C", "C", "C", "H", "H", "H", "H", "C", "H", "H", "H", "H", "C"],
  "positions_angstrom": [[-2.145, -3.756, 0.550], [1.786, -4.513, -5.734], [3.392, -2.708, 2.294], [2.862, -2.722, -5.167], [-2.403, 1.614, 1.175], [0.475, 3.826, 4.637], [-1.365, 4.107, 6.278], [-1.767, -0.631, -2.405], [-4.210, -4.946, 0.498], [-2.867, 0.180, 5.354], [-3.729, -3.465, 2.356], [-2.698, -5.076, -1.047], [-0.412, 1.428, -1.957], [3.561, 2.641, 0.885], [3.087, -1.767, -4.198], [0.494, -4.654, -3.621], [-3.971, 3.015, 1.653], [1.408, -2.881, -2.793], [-1.216, 0.631, -2.985], [0.460, -0.201, -3.921], [3.815, -0.977, -4.347], [-1.406, 1.133, 0.284], [-0.969, -1.360, -2.366], [-4.577, -4.363, 1.713], [-2.097, 3.513, -2.163], [-0.244, -3.372, -0.978], [2.321, -1.012, -1.825], [-0.505, -2.303, 1.168], [-3.152, 3.389, -0.298], [-1.439, -2.202, 2.129], [2.443, 1.813, 1.427], [-2.008, 1.234, -3.195], [-0.848, -3.143, 0.159], [-2.107, -0.424, -1.391], [-4.009, -2.992, 3.290], [-0.141, 1.300, -4.670], [1.406, -1.549, -1.003], [-2.989, -4.641, -0.097], [-2.211, 2.153, 5.928], [-2.512, -3.174, 1.769], [6.440, 4.172, -1.149], [-1.023, -0.239, -4.902], [-2.576, -0.983, -3.044], [3.921, 2.087, -0.347], [-1.359, 1.896, -0.901], [3.079, 0.138, -1.615], [-0.429, 0.356, -4.210], [4.232, 3.736, 1.397], [1.802, 2.089, 2.540], [-1.268, 3.180, 5.725], [1.332, -1.097, 1.204], [1.205, -3.853, -3.788], [-2.197, 2.979, -1.214], [-0.733, -0.277, 3.406], [4.952, 2.625, -1.094], [1.923, -3.765, -4.961], [-3.806, 4.229, -0.508], [-1.519, -1.376, 3.157], [5.624, 3.734, -0.586], [0.835, -2.667, -1.500], [5.271, 4.282, 0.647], [-5.541, -4.599, 2.148], [0.386, 0.114, 2.772], [-2.540, 1.110, 2.136], [-3.242, 2.696, 0.911], [2.359, -1.831, -2.998], [0.772, 1.356, 3.088], [2.218, 0.834, 0.523], [-2.128, 0.962, 5.228], [-0.127, 1.822, 4.125], [3.037, 0.904, -0.561], [3.414, -2.683, -6.099], [0.320, 0.752, -1.524], [5.818, 5.137, 1.025], [-3.016, 2.306, 6.638], [-0.235, 3.028, 4.818], [5.229, 2.178, -2.042], [3.950, 4.141, 2.361], [-4.890, -5.633, 0.008], [0.077, 2.222, -2.527], [-1.077, 0.790, 4.329]],
  "lowdin_charge": [-0.102, 0.076, -0.353, -0.139, -0.139, 0.101, 0.080, 0.018, -0.116, 0.101, -0.032, 0.102, -0.107, -0.098, -0.060, 0.097, 0.081, -0.143, -0.169, 0.092, 0.097, -0.049, 0.074, -0.113, 0.087, 0.168, -0.324, 0.025, -0.148, -0.300, -0.301, 0.155, -0.318, 0.084, 0.104, 0.095, 0.023, -0.038, -0.122, -0.098, 0.084, 0.097, 0.100, -0.099, -0.330, 0.171, 0.000, -0.031, 0.180, -0.124, 0.769, -0.053, -0.112, -0.299, -0.035, -0.138, 0.075, 0.179, -0.114, -0.330, -0.113, 0.084, 0.030, 0.064, -0.128, -0.152, -0.277, 0.024, -0.044, -0.115, -0.326, 0.075, 0.091, 0.085, 0.080, -0.039, 0.103, 0.105, 0.084, 0.126, -0.136]
}


{
  "formula": "C5H13NO2",
  "method": "wB97M-V/def2-TZVPD",
  "molar_mass_g_mol": 119.2,
  "lumo_ev": 0.612,
  "orbital_gap_ha": 0.246,
  "e_tot_ha": -403.42768,
  "spin_multiplicity": 1,
  "de_lowest_kj_mol": 391.0,
  "elements": ["O", "H", "O", "N", "H", "H", "H", "C", "H", "H", "C", "H", "H", "C", "H", "H", "H", "H", "C", "C", "H"],
  "positions_angstrom": [[-1.069, -1.471, -1.505], [2.011, -1.449, -0.564], [0.080, -2.510, 0.298], [1.241, -1.113, -1.134], [-0.820, 1.059, -0.580], [-0.510, -3.267, 0.130], [-1.011, 2.366, 0.557], [0.082, -1.680, -0.813], [1.418, 2.144, 0.369], [-1.590, -0.754, -1.108], [-0.697, 1.324, 0.470], [1.362, 0.408, 1.004], [0.684, 0.348, -2.487], [0.874, 1.377, 0.918], [-1.261, -0.591, 1.339], [2.474, 0.288, -2.023], [-2.604, 0.554, 1.169], [0.812, 1.727, 1.949], [1.457, 0.012, -1.826], [-1.540, 0.460, 1.399], [-1.394, 0.767, 2.437]],
  "lowdin_charge": [0.074, 0.168, 0.038, -0.002, 0.062, 0.116, 0.092, -0.482, 0.059, 0.094, -0.276, 0.048, 0.042, -0.097, 0.052, 0.034, 0.072, 0.054, -0.091, -0.129, 0.073]
}


{
  "formula": "C16H16F3N3O2S",
  "method": "wB97M-V/def2-TZVPD",
  "molar_mass_g_mol": 371.4,
  "lumo_ev": -0.484,
  "orbital_gap_ha": 0.329,
  "smiles": "O=S1(=O)CCCCCNc2nc(cc(C(F)(F)F)n2)-c2ccc1cc2",
  "e_tot_ha": -1631.73602,
  "spin_multiplicity": 1,
  "elements": ["N", "C", "C", "O", "C", "C", "N", "H", "C", "C", "H", "H", "O", "H", "S", "H", "C", "C", "C", "H", "C", "F", "H", "H", "H", "H", "N", "C", "F", "C", "H", "H", "F", "H", "C", "H", "C", "H", "C", "C", "H"],
  "positions_angstrom": [[-1.950, 3.038, -0.615], [2.529, -2.217, 1.050], [0.011, -2.540, -1.367], [2.411, -4.246, -0.732], [-3.103, 0.959, -0.731], [2.530, 1.581, -0.030], [0.397, 2.930, -0.254], [2.207, 1.447, -1.051], [-4.469, 3.194, -0.758], [-0.828, 2.292, -0.478], [-2.223, -1.616, 1.578], [0.773, -2.829, -2.104], [1.640, -4.682, 1.532], [0.278, 3.953, 0.020], [1.743, -3.739, 0.413], [4.007, 0.222, 0.916], [-3.161, 2.353, -0.689], [-1.984, 0.243, -0.419], [-0.636, -2.741, 0.964], [-1.028, -1.062, -2.472], [1.358, 2.290, 0.622], [-4.624, 3.742, 0.440], [3.437, 2.249, -0.170], [0.786, 1.712, 1.299], [2.872, -1.150, -0.653], [-3.950, 0.382, -0.851], [-0.827, 0.960, -0.422], [-1.779, -1.210, -0.470], [-5.573, 2.464, -0.928], [-1.087, -1.654, -1.592], [1.300, -0.865, -0.193], [2.203, -1.998, 1.947], [-4.552, 4.144, -1.717], [1.801, 3.188, 1.135], [-1.637, -1.825, 0.691], [-0.370, -3.046, 2.015], [0.112, -3.074, -0.111], [3.581, -2.524, 1.280], [2.938, 0.284, 0.844], [2.285, -0.971, 0.154], [2.581, 0.363, 1.909]],
  "lowdin_charge": [0.192, -0.201, -0.033, -0.305, 0.041, -0.164, 0.023, 0.097, -0.575, -0.360, 0.131, 0.131, -0.332, 0.159, 0.701, 0.093, -0.078, -0.193, -0.048, 0.115, -0.245, 0.157, 0.118, 0.095, 0.080, 0.101, 0.209, -0.198, 0.142, 0.028, 0.069, 0.032, 0.143, 0.133, -0.040, 0.150, -0.296, 0.136, -0.139, -0.184, 0.119]
}


{
  "formula": "C3H14O3S2",
  "method": "wB97M-V/def2-TZVPD",
  "molar_mass_g_mol": 162.3,
  "lumo_ev": 0.206,
  "orbital_gap_ha": 0.305,
  "smiles": "CCSSC.O.O.O",
  "e_tot_ha": -1144.72893,
  "spin_multiplicity": 1,
  "de_lowest_kj_mol": 174.3,
  "elements": ["H", "H", "H", "H", "H", "H", "O", "H", "O", "O", "H", "H", "S", "C", "H", "C", "H", "C", "S", "H", "H", "H"],
  "positions_angstrom": [[1.652, 2.066, -0.641], [-4.106, 0.510, -0.114], [2.456, 1.880, -2.949], [1.015, -3.221, -0.043], [-0.551, -2.355, 0.479], [0.145, 2.238, 2.152], [-1.975, -3.887, 2.427], [-0.179, 1.834, -0.451], [-3.134, 0.213, 0.051], [2.497, 2.289, -3.827], [0.736, 3.407, 0.033], [-1.414, -3.095, 2.587], [0.434, 0.198, 1.815], [0.929, 1.838, 1.479], [-2.335, -3.723, 1.564], [0.689, 2.301, 0.026], [2.700, 1.504, -4.429], [0.345, -2.391, -0.178], [1.271, -0.862, 0.067], [-2.899, -0.325, -0.757], [-0.190, -2.476, -1.210], [1.913, 2.057, 1.920]],
  "lowdin_charge": [0.085, 0.083, 0.010, 0.013, 0.002, 0.055, -0.062, 0.058, -0.133, -0.094, 0.070, 0.042, 0.520, -0.685, 0.012, -0.193, 0.072, -0.502, 0.463, 0.048, 0.065, 0.073]
}